# 1
C4H8O | ωB97M-V/def2-TZVPD

Total energy: -6324.11438 eV
2S+1: 1
ΔE to the lowest compared entry with this formula, charge and spin: 101.6 kJ/mol

```
13
Properties=species:S:1:pos:R:3:forces:R:3
C 1.7037 -0.2895 -0.0446 0.0113 0.0096 0.0240
C 0.3538 0.2896 -0.3968 0.2398 -0.1847 -0.2212
C -0.8823 -0.5990 -0.1987 -0.0388 -0.1399 -0.0165
C -1.4458 0.6287 0.5220 -0.3619 -0.0274 0.0918
O -0.1471 1.2402 0.5651 0.0812 0.1218 0.0705
H 2.4703 0.4892 0.0192 -0.1240 -0.0709 -0.0335
H 1.6566 -0.8118 0.9167 0.0077 0.0928 -0.1118
H 2.0028 -1.0068 -0.8180 -0.0144 0.0941 0.1146
H 0.3835 0.7540 -1.3949 -0.0105 -0.0618 0.1306
H -1.4019 -0.9658 -1.0863 0.0580 0.0949 0.1265
H -0.6746 -1.4294 0.4831 -0.0525 0.1017 -0.1202
H -1.8707 0.4864 1.5214 0.0829 0.0203 -0.1449
H -2.1481 1.2140 -0.0884 0.1213 -0.0505 0.0901
```
Forces are in eV/Å.

# 2
C4H8O | ωB97M-V/def2-TZVPD

Total energy: -6323.40388 eV
2S+1: 1
ΔE to the lowest compared entry with this formula, charge and spin: 170.2 kJ/mol

```
13
Properties=species:S:1:pos:R:3:forces:R:3
C 1.6846 -0.6142 0.1639 -0.4720 1.7961 0.1059
C 0.6246 0.3185 -0.4384 2.7329 0.3903 1.6493
C -0.2498 1.2468 0.4341 0.8765 0.5338 1.6434
C -0.7833 0.1623 -0.4023 -2.8865 0.6464 -1.7388
O -1.2845 -1.0146 0.1362 -3.6849 -0.2348 0.7935
H 2.6130 0.0114 0.3360 -1.0558 -0.9689 0.2201
H 1.2596 -1.0924 1.0243 0.3189 -0.1573 0.7930
H 1.9008 -1.3723 -0.5427 0.4063 -0.8286 -0.7683
H 1.0962 0.7967 -1.2468 -0.1190 0.7015 -1.3209
H -0.2826 1.1005 1.5234 0.3465 -0.3193 -0.5107
H -0.3380 2.3158 0.2103 -0.1952 -0.5854 -0.4091
H -1.3006 0.6239 -1.2714 -0.0208 -1.0515 0.2670
H -2.3286 -0.9477 0.3332 3.7530 0.0777 -0.7244
```
Forces are in eV/Å.

# 3
C4H8O | ωB97M-V/def2-TZVPD

Total energy: -6323.95681 eV
2S+1: 1
ΔE to the lowest compared entry with this formula, charge and spin: 116.8 kJ/mol

```
13
Properties=species:S:1:pos:R:3:forces:R:3
C -1.6630 0.5844 0.1219 -0.0075 0.0452 -0.0232
C -0.6119 -0.5219 0.1838 0.0017 -0.1137 0.0204
C 0.6637 -0.1718 -0.5440 -0.1284 0.1668 -0.0268
C 1.9485 0.0174 0.1402 0.1070 0.1966 0.1407
O 1.6595 -1.1819 -0.5623 0.1087 -0.2418 -0.0793
H -2.6003 0.2503 0.5779 0.1424 0.0853 -0.0490
H -1.3328 1.4886 0.6447 -0.0326 -0.1253 -0.0654
H -1.8790 0.8591 -0.9175 0.0260 -0.0391 0.1595
H -1.0088 -1.4336 -0.2795 0.0167 0.1104 0.0265
H -0.3808 -0.7832 1.2246 -0.0016 0.0565 -0.1763
H 0.5319 0.3293 -1.5085 0.0035 -0.0938 0.1756
H 2.7287 0.6374 -0.3054 -0.1938 -0.0968 0.0843
H 1.9938 -0.0875 1.2256 -0.0421 0.0497 -0.1869
```
Forces are in eV/Å.

# 4
C4H8O | ωB97M-V/def2-TZVPD

Total energy: -6313.31541 eV
2S+1: 2
Expectation value of S²: 0.7573
Charge: +1
ΔE to the lowest compared entry with this formula, charge and spin: 259.8 kJ/mol

```
13
Properties=species:S:1:pos:R:3:forces:R:3
C 2.2407 -1.0724 2.5467 -0.9247 -0.5646 0.3510
C 3.0260 -0.9560 1.4964 0.8105 0.0989 0.1949
H 1.1671 -0.9078 2.5892 0.0475 0.1914 -0.4523
H 2.5931 -1.5103 3.4729 0.3725 0.2948 0.0137
H 2.7924 -0.6430 0.4887 -0.4414 0.1541 0.1112
H 4.0755 -1.1556 1.6663 0.1264 -0.1717 -0.2252
O -1.7076 0.5407 -0.0558 -0.3534 0.2716 -0.4079
C -2.2439 1.1491 -0.9587 0.4566 -0.2643 1.1016
C -2.3231 0.7260 -2.3382 0.3757 -0.8475 -2.2140
H -2.6381 2.1411 -0.6613 -0.1289 0.1165 0.2027
H -3.0115 -0.1015 -2.5569 -0.4802 0.1946 0.6892
H -1.4016 0.2376 -2.6905 0.2165 0.3895 0.4547
H -2.5690 1.5519 -2.9988 -0.0769 0.1367 0.1803
```
Forces are in eV/Å.

# 5
C4H8O2 | ωB97M-V/def2-TZVPD

Total energy: -8368.72119 eV
2S+1: 1
Charge: -2
ΔE to the lowest compared entry with this formula, charge and spin: 8.2 kJ/mol

```
14
Properties=species:S:1:pos:R:3:forces:R:3
O -1.6266 1.5717 2.1594 0.0118 -0.0807 -0.1914
C -1.3636 1.0830 0.9146 -0.1321 -0.2185 0.5871
C -0.1141 0.1604 0.8071 0.0874 -0.0648 -0.2123
C 0.3496 -0.0987 -0.6304 -0.6264 0.3360 -0.3462
C 1.3388 -1.2477 -0.9258 -0.2386 -0.2709 -0.2517
O 1.5970 -1.4530 -2.2445 0.1306 0.0665 0.0893
H -1.2520 1.8917 0.1486 0.0974 -0.0201 -0.1469
H -2.1886 0.4170 0.5185 -0.0341 0.2356 -0.1116
H -0.3904 -0.7969 1.2736 0.1242 0.0583 0.0726
H 0.6791 0.6006 1.4223 0.0466 0.0398 -0.0164
H 0.6572 0.8468 -1.1098 0.4395 -0.1494 0.2309
H -0.5375 -0.3500 -1.2323 -0.0868 -0.1436 0.0918
H 2.2661 -1.1006 -0.3113 0.0299 0.1659 0.1263
H 0.8356 -2.1412 -0.4434 0.1508 0.0458 0.0784
```
Forces are in eV/Å.

# 6
C4H8O2 | ωB97M-V/def2-TZVPD

Total energy: -8371.73990 eV
2S+1: 1
ΔE to the lowest compared entry with this formula, charge and spin: 148.8 kJ/mol

```
14
Properties=species:S:1:pos:R:3:forces:R:3
C -0.7454 0.6173 2.0118 0.3455 0.1183 -0.1408
C -0.6973 0.3563 0.5045 -0.0104 -0.3988 -0.3550
O -1.6330 -0.3335 0.1144 0.3302 0.5223 -0.0346
C 0.3850 0.7898 -0.6087 -0.7568 -0.0726 1.2061
C 0.6928 -0.3228 -1.6226 0.4394 0.6047 0.0868
O -0.4857 -0.9333 -2.0509 -0.3446 0.1048 0.1262
H 0.1392 0.1934 2.4917 0.1087 0.1426 -0.0268
H -0.8094 1.6754 2.2803 0.1993 -0.0285 -0.2077
H -1.6324 0.1052 2.4213 0.4008 0.2203 -0.3969
H -0.1035 1.5594 -1.2302 -0.0557 -0.0675 0.5534
H 1.3484 1.2002 -0.2694 -0.5578 -0.0432 0.4598
H 1.4531 -1.0585 -1.2981 -0.3869 0.1844 0.2706
H 1.2083 0.3008 -2.3873 -0.4082 -0.8447 -0.3105
H -1.1430 -0.7862 -1.2941 0.6966 -0.4420 -1.2304
```
Forces are in eV/Å.